1.
# C27H58CrN3O28

A molecular structure, C27H58CrN3O28 in a non-equilibrium geometry (ωB97M-V with the def2-TZVPD basis set, the Open Molecules 2025 dataset).

```
117
Properties=species:S:1:pos:R:3:forces:R:3
Cr -2.16601 -3.11132 0.51626 0.820 2.098 -0.449
C 0.84272 0.06701 0.51018 -1.227 0.082 -0.502
C -0.59558 -0.14096 -0.00177 -0.064 0.201 -1.020
C -0.56225 0.02716 -1.52521 0.300 0.390 -0.263
O -1.24937 -1.31325 0.32019 -0.390 -2.126 0.753
H 0.79241 0.17553 1.59520 0.390 -0.486 -0.082
H 1.18450 1.00582 0.06863 -0.306 0.101 0.359
H 1.55485 -0.66773 0.13469 -0.382 -0.192 0.443
H -1.21699 0.67762 0.38714 0.152 0.257 0.000
H -1.56489 0.02017 -1.96072 0.128 -0.531 0.070
H 0.08456 -0.71879 -1.99742 -0.241 -0.298 0.097
H -0.13529 0.98799 -1.83526 0.017 -0.393 0.403
C 5.13937 -2.33300 -3.48880 0.717 -0.081 1.180
O 4.79032 -0.95464 -3.44605 0.760 0.231 -0.098
C 4.31755 -0.44712 -2.31152 1.393 -1.934 -0.881
O 4.46300 -0.94961 -1.21455 2.946 -2.575 -13.646
O 3.82168 0.74511 -2.56044 0.129 0.717 -0.594
C 3.29151 1.54459 -1.53223 -0.379 -0.302 1.862
H 5.62926 -2.62310 -2.55604 -0.032 0.082 0.039
H 5.88321 -2.45100 -4.26946 -0.360 -0.014 -0.312
H 4.26502 -2.97327 -3.58344 -0.122 0.172 -0.437
H 4.09367 2.04639 -0.98522 -0.631 1.115 -1.270
H 2.91199 0.93927 -0.69813 -0.199 -0.202 -0.760
H 2.46786 2.14556 -1.89776 0.291 0.289 -0.346
C -0.76112 3.21221 -1.64898 0.431 0.240 0.775
O -1.52393 2.51026 -2.61733 0.254 0.030 -0.742
C -2.70974 2.02993 -2.27166 0.135 0.823 0.252
O -3.23581 2.19190 -1.20437 -0.340 -0.378 0.120
O -3.20679 1.39208 -3.32388 -0.024 -0.174 -0.371
C -4.43504 0.69945 -3.13135 -0.255 -0.422 0.544
H -0.76921 4.27371 -1.88048 -0.184 0.030 0.182
H 0.27714 2.87905 -1.64162 -0.057 -0.047 -0.601
H -1.07056 2.98785 -0.62954 -0.478 0.295 -0.122
H -4.32923 -0.03079 -2.32644 0.055 0.069 0.089
H -4.63514 0.13852 -4.03839 -0.012 0.265 -0.160
H -5.25824 1.36629 -2.88168 0.095 0.146 -0.136
C 0.31382 -3.63394 -2.68538 1.370 0.571 1.355
O -0.75361 -2.85462 -3.20706 0.640 -1.021 -0.528
C -1.94137 -2.93042 -2.66940 -0.160 1.199 -0.730
O -2.24386 -3.50905 -1.65133 -0.167 -0.750 0.570
O -2.81926 -2.21043 -3.34119 -0.465 -0.677 0.299
C -2.47954 -1.63850 -4.61100 -0.299 0.192 -0.845
H 1.00112 -2.91511 -2.22879 -0.042 -0.004 0.111
H 0.94317 -4.15705 -3.40189 -0.781 0.068 -0.689
H 0.02511 -4.31697 -1.89224 -0.477 -0.023 -0.224
H -3.26620 -1.83892 -5.34122 -0.377 -0.173 0.484
H -1.59526 -2.08291 -5.05584 0.267 0.413 0.361
H -2.45615 -0.56338 -4.45868 0.591 -0.001 -0.172
C -4.46476 0.37980 1.04526 1.302 0.128 0.375
O -5.48782 -0.51416 0.60055 -0.041 0.392 -0.257
C -5.19279 -1.75374 0.32020 -1.867 1.080 0.013
O -4.13587 -2.30018 0.49941 1.893 -1.050 0.295
O -6.22243 -2.40348 -0.15382 0.457 -1.195 -0.221
C -7.46042 -1.81280 -0.52263 -0.629 0.492 -0.610
H -4.63333 1.37424 0.64668 -0.475 -0.104 0.077
H -3.48523 0.07328 0.66985 -0.123 -0.217 -0.012
H -4.42491 0.36718 2.13363 -0.167 0.145 -0.049
H -7.73380 -2.22516 -1.49326 0.137 -0.175 0.080
H -7.39557 -0.73404 -0.64576 0.085 -0.044 0.279
H -8.24102 -2.08309 0.18430 0.196 0.064 0.209
C -0.01992 -6.67704 -0.58879 -0.734 -1.258 0.029
O 0.94517 -5.82239 -0.00800 0.472 0.059 -0.206
C 0.58137 -4.75530 0.65382 0.913 -0.389 -0.289
O -0.57472 -4.48201 0.92489 -1.599 0.802 0.102
O 1.63907 -4.07863 0.97904 0.403 0.169 -0.298
C 1.43785 -2.89760 1.73879 -0.934 0.981 1.812
H 0.02210 -7.64949 -0.09308 0.110 0.175 0.186
H 0.23319 -6.88217 -1.62732 0.092 0.454 -0.023
H -1.04126 -6.31578 -0.48740 0.145 0.271 -0.113
H 2.32063 -2.27769 1.85698 0.452 -0.526 -0.765
H 1.16326 -3.17540 2.76310 -0.077 -0.223 -0.114
H 0.62667 -2.27163 1.36260 0.090 -0.315 -0.316
C 2.57585 2.30199 1.92183 -1.308 -1.093 0.394
O 1.92927 3.47366 2.39988 1.346 0.527 0.798
C 1.25112 4.24366 1.57760 -0.118 0.654 -1.589
O 1.13555 4.07933 0.37777 0.086 -0.057 0.448
O 0.69444 5.20516 2.28452 0.481 -0.090 0.742
C -0.14911 6.18402 1.70376 -0.112 0.563 -0.484
H 1.79970 1.54332 2.06974 0.616 -0.006 -0.310
H 3.39646 1.98918 2.56091 0.211 0.723 0.142
H 2.85153 2.31234 0.87529 -0.029 0.479 -0.017
H -0.44050 6.83393 2.52386 -0.269 -0.299 0.093
H -1.00295 5.72860 1.20597 -0.070 -0.035 0.137
H 0.36170 6.83764 0.99396 0.291 -0.383 -0.121
C 1.39080 -0.45888 4.85358 0.084 -1.281 0.521
O 1.64678 0.23468 6.06799 0.139 0.030 -0.093
C 0.74086 1.12457 6.45503 -0.901 0.716 0.057
O -0.34288 1.32138 5.95666 0.171 -0.305 -0.380
O 1.21292 1.78296 7.49076 0.718 -0.398 0.870
C 0.44232 2.84164 8.05448 -0.404 0.763 -0.573
H 1.90161 -1.41632 4.98184 0.369 0.235 -0.203
H 1.80899 0.07463 4.00337 -0.223 0.099 -0.076
H 0.35025 -0.76852 4.75076 -0.169 0.698 -0.161
H 0.67987 2.99948 9.10135 0.347 -0.471 -0.012
H -0.62952 2.69050 7.95143 0.046 -0.241 -0.106
H 0.71702 3.74209 7.50580 -0.151 0.128 0.059
C -0.79639 2.30342 2.87333 -0.671 -1.676 -0.173
N -1.94636 2.92590 3.59460 1.642 0.725 -0.340
O -3.02194 2.39091 3.55672 -0.571 -0.451 0.069
O -1.68339 3.98221 4.12201 -0.406 0.297 0.430
H -0.07540 3.02133 2.50747 -0.855 -0.148 0.284
H -1.26975 1.65088 2.14171 0.188 0.402 -0.454
H -0.29864 1.58421 3.52444 -0.087 0.413 0.547
C 1.25409 0.97648 -4.62914 -0.033 1.133 -0.814
N 1.67489 -0.45148 -4.64865 -0.084 0.833 -0.296
O 2.75886 -0.73772 -4.20451 -1.545 -0.442 -0.596
O 0.91533 -1.21964 -5.18812 -0.522 -0.522 -0.044
H 2.08990 1.67359 -4.59726 0.364 -0.562 0.355
H 0.55898 1.22488 -3.83077 -0.063 -0.534 0.058
H 0.78452 1.16768 -5.59219 -0.304 -0.234 0.136
C 5.30129 0.64957 0.10334 1.331 0.859 0.156
N 4.69384 -0.58157 0.67759 -1.417 1.158 3.787
O 3.61200 -0.90427 0.23626 -3.706 0.685 9.342
O 5.25074 -1.16306 1.58853 0.811 -0.333 0.090
H 4.80484 1.55045 0.45238 0.030 -0.396 0.661
H 5.14190 0.53551 -0.96787 1.236 1.301 1.757
H 6.35977 0.73936 0.32444 -0.018 -0.452 0.357
```
Forces are in eV/Å.

## Properties
- LUMO (spin up / spin down): -0.1122 / -0.0972 hartree
- E_HOMO (spin up / spin down): -10.2121 / -10.2122 eV
- Total charge: +1
- Relative energy (zero: lowest compared OMol25 entry of this formula, charge and spin): 3.539 eV
- Spin multiplicity: 5
- Frontier orbital gap (spin up / spin down): 0.26314 / 0.27810 Eh

=====

2.
# C27H58GaIO7P

A molecular structure, C27H58GaIO7P in a non-equilibrium geometry (ωB97M-V with the def2-TZVPD basis set, the Open Molecules 2025 dataset).

```
95
Properties=species:S:1:pos:R:3:forces:R:3
O 4.47238 2.65515 0.60266 0.458 1.310 -0.212
P 4.85208 3.93658 -0.17632 -1.053 -2.207 0.350
Ga 3.07266 4.60570 -1.58912 -0.943 0.641 -0.649
C 1.47927 5.33681 -0.47369 0.133 -1.221 0.180
C 0.95916 4.11270 0.38981 0.710 0.996 -0.882
C 0.13711 3.19116 -0.54008 0.376 0.471 0.715
I 0.79706 1.12894 -0.35521 -0.504 0.345 -0.286
H 5.33947 4.96779 0.68689 0.395 -0.093 -0.252
H 5.95779 3.58269 -1.02724 0.132 0.677 0.362
H 2.52141 3.25747 -2.28813 0.301 0.036 0.155
H 3.54776 5.63095 -2.72916 0.210 -0.020 0.144
H 1.78144 6.17225 0.16902 -0.228 -0.021 -0.101
H 0.63475 5.61557 -1.12098 0.322 0.441 0.034
H 1.86294 3.61336 0.75090 -0.371 -0.184 0.318
H 0.37110 4.50070 1.22735 -0.106 -0.469 0.079
H -0.92684 3.27578 -0.31818 0.061 -0.437 -0.017
H 0.31298 3.48648 -1.57119 0.090 -0.395 -0.045
C 1.66243 10.49635 -1.19528 -0.211 0.009 0.145
C 3.11567 10.65643 -0.77990 0.158 0.180 -0.057
C 3.63166 9.23173 -0.90718 -0.072 -0.277 0.047
O 2.87956 8.61732 -1.95409 -0.057 0.330 0.069
C 1.76687 9.44626 -2.28942 0.153 -0.121 -0.159
H 1.19656 11.42114 -1.53717 0.013 -0.012 -0.011
H 1.07641 10.10795 -0.35802 0.000 0.004 -0.031
H 3.63620 11.30948 -1.48661 -0.001 -0.011 0.027
H 3.24544 11.06730 0.22158 -0.005 -0.025 -0.004
H 3.46181 8.66267 0.01357 0.063 0.040 0.040
H 4.69430 9.18658 -1.15069 -0.020 -0.068 -0.041
H 1.96539 9.90672 -3.26480 -0.091 0.051 -0.006
H 0.86986 8.83116 -2.37250 0.055 -0.075 -0.007
C -1.95511 -1.87690 -0.26284 0.064 -0.267 0.307
C -2.18569 -2.17130 -1.73456 0.114 0.122 -0.206
C -3.70108 -2.12068 -1.82700 -0.169 -0.086 0.112
O -4.14238 -1.18230 -0.84172 0.090 -0.083 -0.053
C -3.04651 -0.86400 0.03109 0.033 0.242 -0.098
H -0.95850 -1.49861 -0.04136 -0.042 0.087 -0.040
H -2.11711 -2.78457 0.32495 -0.018 0.007 -0.039
H -1.74422 -1.38008 -2.34662 -0.002 -0.021 0.014
H -1.77267 -3.12554 -2.06204 -0.038 -0.012 0.028
H -4.14677 -3.09495 -1.59087 0.072 -0.055 -0.049
H -4.05263 -1.80609 -2.81291 -0.055 0.055 0.039
H -2.71214 0.15370 -0.19502 0.064 -0.019 0.061
H -3.38604 -0.89549 1.06764 -0.090 -0.011 -0.044
C 2.30621 -0.39548 4.83039 -0.018 -0.200 -0.049
C 2.94594 0.69074 3.97845 0.149 0.122 0.120
C 1.72904 1.41396 3.42972 -0.097 -0.075 -0.184
O 0.69845 1.29182 4.42870 0.134 -0.144 0.110
C 1.09758 0.32710 5.40359 -0.053 0.251 -0.010
H 2.96498 -0.79593 5.60163 -0.016 -0.001 -0.002
H 1.98107 -1.22473 4.19576 0.003 -0.001 0.042
H 3.53120 1.36421 4.61096 0.018 -0.017 -0.042
H 3.59834 0.31151 3.19324 -0.031 0.061 -0.033
H 1.37427 0.94628 2.50733 0.065 0.091 0.084
H 1.92102 2.46783 3.22902 -0.081 -0.005 0.003
H 1.35571 0.86020 6.32707 0.021 -0.091 0.063
H 0.26224 -0.34452 5.61344 -0.043 0.049 -0.017
C -3.00918 -7.59757 0.94719 0.206 -0.134 -0.025
C -3.47804 -6.91672 2.22327 -0.226 -0.021 0.090
C -3.01925 -5.48530 1.99944 0.190 0.133 -0.030
O -3.06126 -5.26055 0.58567 -0.033 -0.200 0.050
C -3.23961 -6.50980 -0.08865 -0.153 0.165 -0.066
H -3.54259 -8.51988 0.71830 -0.009 0.022 -0.006
H -1.94302 -7.82845 1.01804 -0.027 -0.005 -0.020
H -4.56898 -6.95573 2.28718 0.026 0.006 0.019
H -3.06840 -7.35518 3.13264 0.018 0.018 -0.015
H -1.98783 -5.34003 2.33759 -0.025 -0.010 0.073
H -3.65425 -4.75422 2.50145 0.011 0.048 -0.079
H -4.26330 -6.54353 -0.47955 0.013 -0.076 -0.040
H -2.54590 -6.57122 -0.92850 0.004 0.086 0.006
C -6.51024 -4.26677 -3.43692 0.066 0.162 0.196
C -7.20399 -3.77853 -4.69848 -0.204 -0.125 -0.108
C -6.03963 -3.66502 -5.66887 0.205 0.103 0.009
O -5.08929 -4.66529 -5.28538 -0.155 0.033 0.084
C -5.44585 -5.19127 -4.00234 0.003 -0.155 -0.132
H -7.17617 -4.76718 -2.73436 0.010 -0.011 -0.017
H -6.04090 -3.42593 -2.92226 -0.021 -0.037 0.020
H -7.91386 -4.53290 -5.04998 0.007 0.036 -0.014
H -7.74169 -2.83974 -4.57007 0.037 0.004 0.006
H -5.55351 -2.68651 -5.59408 -0.070 0.035 -0.025
H -6.33667 -3.82583 -6.70649 0.075 -0.048 -0.004
H -5.83636 -6.20553 -4.14652 0.001 -0.014 0.082
H -4.55656 -5.24831 -3.37217 0.042 0.027 -0.071
C 5.77479 -3.27865 1.25253 0.071 -0.161 -0.162
C 4.60212 -2.31700 1.14373 0.002 0.212 0.116
C 3.47703 -3.13078 1.75862 -0.134 -0.157 -0.073
O 4.07604 -3.98765 2.74094 0.127 0.060 -0.107
C 5.49846 -3.96099 2.58272 -0.064 0.087 0.185
H 6.74781 -2.78952 1.22164 -0.018 0.010 0.018
H 5.73422 -4.01026 0.44036 0.027 0.008 0.025
H 4.79223 -1.42617 1.74686 -0.017 0.017 -0.069
H 4.38613 -1.99686 0.12589 -0.006 0.017 0.025
H 2.98786 -3.76365 1.00965 -0.035 0.065 -0.029
H 2.71865 -2.50732 2.23409 0.005 -0.055 0.055
H 5.92373 -3.39124 3.41666 0.082 -0.014 -0.030
H 5.88738 -4.98022 2.62527 -0.074 -0.021 0.040
```
Forces are in eV/Å.

## Properties
- LUMO: 0.0769 hartree
- E_HOMO: -4.6975 eV
- Total charge: -1
- Spin multiplicity: 1
- Frontier orbital gap: 0.24951 Eh

=====

no.,electronic energy (Ha)
1,-4378.31260
2,-4153.97620